{
  "formula": "C8H18Cl",
  "method": "ωB97M-V/def2-TZVPD",
  "symbols": ["Cl", "H", "C", "H", "C", "C", "C", "C", "C", "C", "C", "H", "H", "H", "H", "H", "H", "H", "H", "H", "H", "H", "H", "H", "H", "H", "H"],
  "xyz": [[-1.727266, -0.338407, 4.537987], [0.822991, 1.287275, -0.075159], [0.566694, 0.623229, -0.924224], [-0.341871, 1.010991, -1.382472], [1.627487, 0.535059, -2.014677], [1.871329, 1.837502, -2.745087], [0.304221, -0.714335, -0.258522], [-0.713681, -0.651050, 0.891052], [-0.212357, 0.367793, 1.909459], [-0.836150, -2.050600, 1.498410], [-2.072831, -0.214019, 0.341571], [2.560516, 0.158104, -1.588390], [1.293298, -0.216011, -2.750649], [2.623716, 1.727518, -3.538668], [0.954667, 2.206781, -3.206681], [2.238498, 2.582527, -2.034780], [-0.026740, -1.434109, -1.025031], [1.265896, -1.060388, 0.154723], [-0.213966, 1.385557, 1.504702], [-0.899684, 0.352708, 2.785598], [0.779187, 0.093576, 2.288817], [-1.213691, -2.768689, 0.755150], [0.140162, -2.409167, 1.873182], [-1.521659, -2.005533, 2.362078], [-2.421004, -0.879510, -0.455030], [-2.809178, -0.233318, 1.150782], [-2.038582, 0.806514, -0.054139]],
  "forces_ev_per_angstrom": [[0.0, 0.0, 0.1], [0.3, 0.2, -1.0], [0.1, 0.2, 0.4], [-0.2, 0.1, 0.0], [-0.1, -0.4, -0.1], [0.3, 0.2, 0.0], [0.2, -0.2, -0.3], [0.1, -0.2, -0.6], [-0.1, -0.4, 0.2], [0.1, 0.1, 0.5], [-0.2, 0.1, 0.2], [0.0, 0.0, 0.0], [0.1, 0.1, 0.3], [-0.2, 0.0, 0.2], [0.0, 0.1, 0.0], [-0.1, 0.1, -0.2], [0.1, 0.0, 0.3], [-0.2, -0.2, -0.1], [0.0, -0.2, 0.4], [0.0, 0.2, 0.0], [-0.1, 0.2, -0.1], [0.1, 0.2, 0.3], [-0.4, 0.1, -0.2], [0.2, -0.2, -0.4], [0.1, 0.0, 0.1], [-0.1, 0.0, -0.1], [0.0, -0.2, 0.1]],
  "nbo_charge": [-0.08, 0.19, -0.40, 0.19, -0.39, -0.60, -0.38, -0.06, -0.56, -0.60, -0.61, 0.19, 0.19, 0.21, 0.20, 0.20, 0.20, 0.20, 0.22, 0.20, 0.22, 0.21, 0.21, 0.22, 0.21, 0.21, 0.21],
  "e_lumo_ev": [0.869, -3.667],
  "de_lowest_kcal_mol": 0.0,
  "e_homo_ev": [-10.701, -10.809],
  "multiplicity": 2,
  "s2": 0.753,
  "mol_weight_g_mol": 149.7
}